one:
Computed, not measured: C5H6S in the gas phase, with the ωB97M-V functional and the def2-TZVPD basis.

Computed properties:
Total charge: 0
SMILES string: CCc1cc1=S
2S+1: 1
Frontier orbital gap in eV: 8.7
E_HOMO in eV: -7.898
LUMO level in eV: 0.810

Atoms and positions in Å:
C (0.33, 0.07, -0.73)
C (-0.73, 0.93, -0.05)
C (-0.67, 0.41, 1.58)
C (-0.20, -0.59, 2.37)
C (-0.70, 0.64, 2.99)
S (-1.18, 1.50, 4.22)
H (0.61, -0.82, -0.13)
H (1.24, 0.70, -0.98)
H (-0.16, -0.31, -1.62)
H (-1.76, 0.83, -0.32)
H (-0.44, 1.99, -0.19)
H (0.34, -1.45, 2.46)



two:
Computed, not measured: C5H6S in the gas phase, with the ωB97M-V functional and the def2-TZVPD basis.

Computed properties:
Total charge: 0
SMILES string: C#C[C@H]1C[C@H]1S
2S+1: 1
Frontier orbital gap in eV: 9.1
E_HOMO in eV: -8.642
LUMO level in eV: 0.497

Atoms and positions in Å:
C (2.48, -1.33, -0.14)
C (1.48, -0.50, -0.15)
C (0.44, 0.33, 0.41)
C (-0.32, 1.16, -0.54)
C (-1.05, 0.11, 0.32)
S (-1.67, -1.31, -0.14)
H (3.01, -2.26, 0.06)
H (0.73, 0.85, 1.31)
H (-0.24, 2.26, -0.54)
H (-0.02, 1.00, -1.50)
H (-1.66, 0.72, 1.07)
H (-3.19, -1.04, -0.16)



three:
Computed, not measured: C5H6S in the gas phase, with the ωB97M-V functional and the def2-TZVPD basis.

Computed properties:
Total charge: 0
SMILES string: C=C1C=CCS1
2S+1: 1
Frontier orbital gap in eV: 8.4
E_HOMO in eV: -7.897
LUMO level in eV: 0.527

Atoms and positions in Å:
C (0.44, -1.25, -1.89)
C (0.26, -0.40, -0.83)
C (0.90, -0.43, 0.47)
C (0.15, 0.44, 1.32)
C (-0.92, 1.34, 0.81)
S (-1.15, 0.56, -0.83)
H (1.20, -1.93, -1.75)
H (-0.12, -1.29, -2.91)
H (1.37, -1.25, 1.02)
H (0.19, 0.49, 2.47)
H (-0.56, 2.39, 0.74)
H (-1.76, 1.34, 1.38)



Which structure is the least stable? The one labeled two.



one:
Computed, not measured: 2 unconnected molecules or ions with the total composition C4H8Cl4, with the ωB97M-V functional and the def2-TZVPD basis.

Computed properties:
Total charge: 0
SMILES string: ClCCCl.ClCCCl
2S+1: 1
Frontier orbital gap in eV: 11.4
E_HOMO in eV: -10.932
LUMO level in eV: 0.479

Atoms and positions in Å:
Cl (2.18, 0.23, -2.82)
C (2.67, 1.16, -1.38)
C (3.22, 2.52, -1.80)
Cl (4.25, 3.08, -0.44)
H (3.33, 0.55, -0.76)
H (1.81, 1.31, -0.74)
H (2.41, 3.21, -2.07)
H (3.87, 2.42, -2.67)
Cl (-4.50, -1.69, 3.12)
C (-2.88, -1.47, 2.30)
C (-2.80, -2.16, 0.91)
Cl (-3.91, -1.49, -0.37)
H (-2.18, -1.92, 3.01)
H (-2.64, -0.41, 2.20)
H (-3.03, -3.22, 1.01)
H (-1.79, -2.13, 0.51)



two:
Computed, not measured: 2 unconnected molecules or ions with the total composition C4H8Cl4, with the ωB97M-V functional and the def2-TZVPD basis.

Computed properties:
Total charge: 0
SMILES string: ClCCCl.ClCCCl
2S+1: 1
Frontier orbital gap in eV: 11.1
E_HOMO in eV: -10.616
LUMO level in eV: 0.485

Atoms and positions in Å:
Cl (0.71, -3.44, 0.69)
C (0.10, -1.80, 0.34)
C (0.14, -0.78, 1.55)
Cl (-1.01, -1.45, 2.79)
H (-0.95, -2.01, 0.11)
H (0.60, -1.43, -0.56)
H (-0.28, 0.21, 1.38)
H (1.16, -0.78, 1.92)
Cl (0.95, 3.08, -1.88)
C (-0.18, 1.69, -1.76)
C (-0.21, 1.03, -0.38)
Cl (1.49, 0.67, 0.12)
H (0.02, 0.96, -2.54)
H (-1.18, 2.11, -1.86)
H (-0.81, 0.13, -0.23)
H (-0.54, 1.81, 0.31)



Which structure is the least stable? The one labeled two.



one:
Computed, not measured: 2 unconnected molecules or ions with the total composition C2H6O2, with the ωB97M-V functional and the def2-TZVPD basis.

Computed properties:
Total charge: 0
SMILES string: C=CO.O
2S+1: 1
Frontier orbital gap in eV: 10.0
E_HOMO in eV: -9.402
LUMO level in eV: 0.634

Atoms and positions in Å:
C (-0.41, 1.11, -1.39)
C (-0.69, -0.04, -0.75)
O (0.28, -1.03, -0.76)
H (-1.13, 1.91, -1.50)
H (0.56, 1.19, -1.85)
H (-1.71, -0.35, -0.60)
H (0.73, -0.99, 0.12)
O (0.97, -0.89, 2.05)
H (1.27, 0.00, 2.21)
H (0.13, -0.91, 2.48)



two:
Computed, not measured: 2 unconnected molecules or ions with the total composition C2H6O2, with the ωB97M-V functional and the def2-TZVPD basis.

Computed properties:
Total charge: 0
SMILES string: C=CO.O
2S+1: 1
Frontier orbital gap in eV: 9.2
E_HOMO in eV: -8.772
LUMO level in eV: 0.405

Atoms and positions in Å:
C (-0.55, -1.61, -1.11)
C (0.01, -0.38, -1.21)
O (0.13, 0.49, -0.16)
H (-1.34, -1.97, -1.76)
H (-0.13, -2.37, -0.46)
H (0.15, 0.08, -2.20)
H (-0.40, 1.27, -0.34)
O (1.07, 1.57, 2.48)
H (0.34, 2.07, 2.84)
H (0.72, 0.85, 1.93)



Which structure is the least stable? The one labeled two.



one:
Computed, not measured: a molecular structure, CH3BrFOP, with the ωB97M-V functional and the def2-TZVPD basis.

Computed properties:
Total charge: 0
2S+1: 1
Frontier orbital gap in eV: 10.6
E_HOMO in eV: -9.857
LUMO level in eV: 0.746

Atoms and positions in Å:
C (-0.84, -0.66, 0.01)
O (-0.45, 0.66, -0.26)
F (1.22, 2.26, -0.34)
P (0.83, 1.05, 0.63)
Br (2.30, -0.39, -0.03)
H (0.04, -1.35, 0.07)
H (-1.42, -0.95, -0.88)
H (-1.67, -0.62, 0.80)



two:
Computed, not measured: 2 unconnected molecules or ions with the total composition CH3BrFOP, with the ωB97M-V functional and the def2-TZVPD basis.

Computed properties:
Total charge: 0
2S+1: 1
Frontier orbital gap (alpha / beta) in eV: 8.4 / 8.4
E_HOMO (alpha / beta) in eV: -9.534 / -9.534
LUMO level (alpha / beta) in eV: -1.139 / -1.139

Atoms and positions in Å:
C (0.81, 1.05, -1.29)
O (1.69, 1.38, 1.23)
F (-1.28, -1.55, 1.07)
P (1.92, 0.99, -0.11)
Br (2.94, -0.95, -0.42)
H (-2.20, -1.81, 1.05)
H (1.08, 0.70, -2.30)
H (0.01, 1.83, -1.06)



Which structure is the least stable? The one labeled two.



one:
Computed, not measured: C4H12N2S in the gas phase, with the ωB97M-V functional and the def2-TZVPD basis.

Computed properties:
Total charge: 0
SMILES string: NCNCCCS
2S+1: 1
Frontier orbital gap in eV: 9.9
E_HOMO in eV: -9.081
LUMO level in eV: 0.816

Atoms and positions in Å:
N (-0.67, -0.11, 3.05)
C (0.04, -0.81, 1.96)
N (0.21, -0.08, 0.70)
C (0.56, -0.92, -0.44)
C (-0.18, -0.52, -1.74)
C (-0.46, 0.96, -1.75)
S (1.26, 1.89, -1.69)
H (-0.35, 0.86, 3.07)
H (-1.57, 0.13, 2.61)
H (0.86, -1.41, 2.36)
H (-0.61, -1.68, 1.77)
H (0.88, 0.64, 0.92)
H (1.63, -0.93, -0.65)
H (0.25, -1.93, -0.10)
H (0.46, -0.72, -2.60)
H (-1.16, -0.98, -1.69)
H (-0.89, 1.16, -2.75)
H (-1.10, 1.31, -0.95)
H (0.86, 3.14, -2.09)



two:
Computed, not measured: C4H12N2S in the gas phase, with the ωB97M-V functional and the def2-TZVPD basis.

Computed properties:
Total charge: 0
SMILES string: NCNCCCS
2S+1: 1
Frontier orbital gap in eV: 9.6
E_HOMO in eV: -8.812
LUMO level in eV: 0.832

Atoms and positions in Å:
N (-1.63, 0.52, -2.23)
C (-0.16, 0.62, -2.42)
N (0.74, 0.43, -1.30)
C (0.42, -0.56, -0.24)
C (0.19, 0.01, 1.15)
C (0.88, -0.87, 2.21)
S (-0.05, -1.07, 3.69)
H (-2.25, 0.98, -2.83)
H (-2.06, 0.62, -1.34)
H (0.13, -0.13, -3.23)
H (0.10, 1.63, -2.73)
H (0.97, 1.28, -0.76)
H (-0.64, -1.13, -0.67)
H (1.08, -1.38, -0.38)
H (0.49, 1.07, 1.19)
H (-0.94, 0.07, 1.41)
H (1.25, -1.81, 1.73)
H (1.90, -0.40, 2.38)
H (-0.42, 0.13, 4.34)



three:
Computed, not measured: C4H12N2S in the gas phase, with the ωB97M-V functional and the def2-TZVPD basis.

Computed properties:
Total charge: 0
SMILES string: NCCNCCS
2S+1: 1
Frontier orbital gap in eV: 9.4
E_HOMO in eV: -8.450
LUMO level in eV: 0.901

Atoms and positions in Å:
N (2.74, -0.18, 1.57)
C (1.86, 0.97, 1.08)
C (1.09, 0.45, -0.13)
N (-0.33, 0.81, 0.00)
C (-1.38, 0.28, -1.02)
C (-1.85, -1.18, -0.80)
S (-3.39, -1.23, -1.72)
H (3.49, 0.29, 2.01)
H (2.23, -0.84, 2.15)
H (1.33, 1.35, 1.92)
H (2.60, 1.75, 0.82)
H (1.39, 0.86, -1.13)
H (1.15, -0.59, -0.22)
H (-0.75, 0.63, 0.93)
H (-1.99, 1.10, -1.31)
H (-0.75, 0.33, -2.12)
H (-1.96, -1.51, 0.19)
H (-1.02, -1.88, -1.23)
H (-4.48, -1.43, -0.98)



Which structure is the least stable? The one labeled three.



one:
Computed, not measured: 3 unconnected molecules or ions with the total composition C4H12N2S, with the ωB97M-V functional and the def2-TZVPD basis.

Computed properties:
Total charge: 0
2S+1: 1
Frontier orbital gap in eV: 3.0
E_HOMO in eV: -7.186
LUMO level in eV: -4.184

Atoms and positions in Å:
N (-1.40, -2.43, 0.64)
C (-0.40, 1.08, -0.42)
C (-0.92, 2.02, -1.22)
S (-3.63, -0.04, 0.16)
C (1.04, 0.72, -0.39)
N (1.44, -0.03, 0.72)
C (2.81, -0.29, 0.79)
H (-0.56, -1.91, 0.42)
H (-2.19, -1.82, 0.81)
H (-1.03, 0.60, 0.33)
H (-2.00, 1.98, -1.30)
H (-0.40, 2.94, -1.45)
H (-4.12, -0.23, -1.08)
H (1.30, 0.20, -1.33)
H (1.60, 1.68, -0.43)
H (-1.24, -3.13, 1.35)
H (3.48, 0.47, 0.37)
H (3.10, -0.60, 1.79)
H (3.12, -1.20, 0.23)



two:
Computed, not measured: 2 unconnected molecules or ions with the total composition C4H12N2S, with the ωB97M-V functional and the def2-TZVPD basis.

Computed properties:
Total charge: 0
SMILES string: [H]/N=C/NC.CSC
2S+1: 1
Frontier orbital gap in eV: 9.4
E_HOMO in eV: -8.557
LUMO level in eV: 0.886

Atoms and positions in Å:
H (1.94, -0.32, -1.17)
N (1.66, 0.49, -1.72)
C (0.73, 1.13, -1.12)
N (-0.17, 1.94, -1.70)
C (-0.87, 3.01, -0.94)
H (0.59, 1.01, -0.03)
H (0.02, 2.16, -2.67)
H (-1.66, 3.39, -1.60)
H (-1.32, 2.44, -0.12)
H (-0.18, 3.83, -0.63)
C (0.23, -2.88, 1.66)
S (-0.29, -1.58, 0.56)
C (-0.71, -0.34, 1.90)
H (-0.62, -3.15, 2.31)
H (1.14, -2.62, 2.23)
H (0.53, -3.74, 1.04)
H (-1.24, 0.51, 1.46)
H (-1.42, -0.84, 2.58)
H (0.14, 0.03, 2.50)



Which structure is the least stable? The one labeled one.